# 1
21
Properties=species:S:1:pos:R:3 method="wB97M-V/def2-TZVPD" total_charge=-1 total_energy_ha=-420.14193 gap_ev=5.47 e_lumo_ev=3.33
N -1.42438 2.15538 -1.58034
C -1.11816 0.87934 -2.20432
C -1.16084 -0.36771 -1.34799
N -0.00164 -0.43663 -0.44502
C -0.14687 -1.46247 0.60167
C -0.07417 -0.98375 2.11273
O 0.51734 -1.91060 2.89617
H -0.76923 2.44849 -0.85096
H -2.24149 2.07903 -1.00930
H -1.87888 0.76933 -2.98960
H -0.19334 0.90617 -2.72280
H -1.00625 -1.20902 -2.03506
H -2.08215 -0.61584 -0.80927
H 0.28800 0.46500 -0.10009
H 0.70980 -2.15116 0.54978
H -1.02446 -2.09973 0.42549
H 0.54279 -0.05525 2.04021
H -1.13265 -0.84305 2.43667
H 3.60726 0.97599 0.21156
H 2.67951 1.79872 -0.67606
O 2.93849 1.66457 0.24745

***

# 2
7
Properties=species:S:1:pos:R:3 method="wB97M-V/def2-TZVPD" total_energy_ha=-873.99587 gap_ev=9.79 e_lumo_ev=0.43
S -0.21449 -0.72211 1.95956
S 0.20411 1.28337 1.52596
H -0.53359 -1.05806 0.68237
H -1.05248 1.78604 1.65429
O 0.43065 -0.22379 -1.61994
H 0.71858 -1.14585 -1.69106
H 0.44724 0.08040 -2.51117

***

# 3
101
Properties=species:S:1:pos:R:3 method="wB97M-V/def2-TZVPD" total_energy_ha=-2498.38704 gap_ev=8.83 e_lumo_ev=0.39
C -5.12352 1.93540 -2.84335
C -3.62039 2.55721 -3.16021
C -2.93096 3.24098 -1.79855
C -1.74674 4.24990 -2.37228
C -1.07809 5.21483 -1.22355
C 0.52394 4.81260 -1.13527
Cl 1.43881 5.15213 -2.75451
O -2.39536 2.10290 -1.02144
C -2.34991 2.39249 0.42076
C -0.80856 1.97016 0.91436
N -0.22772 0.96189 -0.09917
H -5.59827 1.59742 -3.86027
H -5.77076 2.72413 -2.25020
H -4.94432 1.03204 -2.09471
H -3.58228 3.26038 -4.09467
H -2.93595 1.60799 -3.39571
H -3.73352 3.84489 -1.15377
H -0.95133 3.56042 -2.93484
H -2.25278 4.95608 -3.17848
H -1.62988 5.20464 -0.18796
H -1.15145 6.34043 -1.61409
H 0.56074 3.64538 -1.00542
H 1.10346 5.33446 -0.26284
H -2.63319 3.49088 0.71534
H -3.13695 1.69390 0.98361
H -0.10635 2.92007 1.03970
H -0.97220 1.39989 1.94250
H 0.61742 0.53779 0.38945
H 0.16990 1.48625 -0.93591
C -0.06220 -0.17726 -4.41201
C 0.80451 0.41116 -3.31057
N 1.52346 0.89922 -2.39694
H -0.13832 -1.26094 -4.28762
H -1.06479 0.25722 -4.36965
H 0.37868 0.03908 -5.38896
C 2.47793 6.95080 -5.43059
C 3.66114 7.06394 -6.37809
N 4.64264 7.15781 -7.16402
H 2.31326 7.90581 -4.92416
H 1.57676 6.68433 -5.98973
H 2.67312 6.17908 -4.68096
C -1.48847 -1.63313 3.46408
C -2.33313 -0.39175 3.22729
N -3.03377 0.63800 3.03090
H -1.49710 -1.89286 4.52620
H -1.88973 -2.47228 2.88914
H -0.45734 -1.44769 3.15107
C -2.81539 -5.76251 3.77156
C -1.70789 -4.93132 4.39859
N -0.78924 -4.24183 4.91868
H -2.78550 -5.66291 2.68307
H -2.68657 -6.81562 4.03635
H -3.78874 -5.42068 4.13396
C 3.22631 -4.10791 3.27934
C 2.27518 -3.01621 2.81661
N 1.48624 -2.11063 2.43279
H 3.29843 -4.10165 4.37039
H 2.85974 -5.08489 2.95241
H 4.22033 -3.94051 2.85567
C -1.15173 -3.39645 0.07119
C -1.84807 -4.74576 0.00016
N -2.42569 -5.86500 -0.05879
H -1.76136 -2.63582 -0.42423
H -1.00255 -3.10847 1.11549
H -0.17908 -3.45233 -0.42523
C -5.74661 -4.00525 -1.29163
C -4.87991 -3.41684 -0.19019
N -4.16096 -2.92877 0.72344
H -5.82274 -5.08893 -1.16724
H -6.74920 -3.57077 -1.24927
H -5.30574 -3.78892 -2.26858
C 4.32573 7.92005 -0.82855
C 3.41758 8.27692 -1.99409
N 2.66426 8.57292 -2.96090
H 4.52464 6.84484 -0.82660
H 5.27403 8.45735 -0.91676
H 3.84683 8.19544 0.11506
C -7.30484 -5.80411 6.00185
C -6.24186 -6.08087 4.95112
N -5.36010 -6.31047 4.07956
H -6.87210 -5.89229 7.00214
H -7.70161 -4.79326 5.87347
H -8.12282 -6.52296 5.90295
C 8.92941 7.91098 -0.71463
C 7.69226 8.08561 0.15113
N 6.66606 8.23044 0.86930
H 9.12461 6.84721 -0.87560
H 8.77812 8.39569 -1.68308
H 9.79555 8.36158 -0.22232
C 5.20758 -4.86369 -0.58096
C 5.51532 -5.41641 0.80120
N 5.77057 -5.87487 1.94771
H 4.93392 -3.80758 -0.50766
H 6.08604 -4.95994 -1.22500
H 4.37659 -5.41687 -1.02711
C 3.64387 -9.31548 2.51586
C 2.79921 -8.07409 2.27907
N 2.09858 -7.04435 2.08268
H 3.63525 -9.57520 3.57798
H 3.24261 -10.15463 1.94091
H 4.67501 -9.13004 2.20285

***

# 4
54
Properties=species:S:1:pos:R:3 method="wB97M-V/def2-TZVPD" multiplicity=6 total_energy_ha=-1830.42399 gap_ev="7.05 / 7.28" e_lumo_ev="-0.77 / -0.57" s2=8.77
C -2.77214 -1.27597 -0.17656
C -2.01126 -0.99716 -1.31694
C -0.88647 -1.83169 -1.29908
H -2.28773 -0.34295 -2.12235
C -0.91195 -2.59022 -0.11457
C -2.09318 -2.27067 0.58008
H -0.21600 -3.37646 0.12015
C -0.81492 2.58182 0.74480
C -1.20045 2.15029 -0.56551
C -0.00831 1.84271 -1.28775
H -2.22545 2.12489 -0.97900
C 1.11437 2.05179 -0.44844
C 0.60557 2.42305 0.83964
H -0.16255 -1.93330 -2.08467
H -2.38918 -2.64796 1.55319
H -3.66003 -0.74911 0.15382
H 1.20804 2.75481 1.68886
H 0.06923 1.61800 -2.36146
H -1.52173 2.84118 1.55716
Sm -1.03934 0.01831 1.25916
C 2.56670 2.18360 -0.88123
C 3.05517 3.53088 -0.31482
C 2.68645 2.22860 -2.41443
H 2.46107 4.33777 -0.75781
H 4.09595 3.69341 -0.59486
H 2.97108 3.59597 0.77356
H 2.08469 3.06112 -2.80488
H 2.37737 1.26329 -2.84873
H 3.74776 2.40551 -2.65063
C 3.51826 1.03722 -0.33069
C 3.64822 -0.24787 -1.12384
H 3.23763 0.80481 0.73509
H 4.53149 1.47490 -0.33243
O 2.77330 -0.57677 -1.93156
N 4.70761 -1.10011 -0.94684
C 4.52952 -2.49641 -1.16476
H 5.41159 -0.81186 -0.28704
C 3.60219 -2.81920 -2.29087
C 2.68641 -3.86941 -2.17793
H 2.59104 -4.40715 -1.22870
C 1.85985 -4.24966 -3.25513
H 1.13257 -5.06611 -3.14236
C 1.95383 -3.59069 -4.48883
H 1.31676 -3.88325 -5.33417
C 2.86420 -2.53521 -4.61596
H 2.91307 -1.95881 -5.54849
C 3.69916 -2.19179 -3.54406
H 4.37921 -1.35736 -3.68956
H 4.07830 -2.83247 -0.23263
H 5.49465 -3.00698 -1.24298
O -0.14003 -0.04001 4.93497
C -0.39399 -0.09007 3.76686
O 0.33558 -0.50204 2.69271
H -1.42867 0.28632 3.38546

***

# 5
72
Properties=species:S:1:pos:R:3 method="wB97M-V/def2-TZVPD" total_charge=+2 total_energy_ha=-2309.64072 gap_ev=5.42 e_lumo_ev=-6.94
In -5.49352 -11.44937 -11.52856
C 1.29710 -14.19937 -10.99061
C -0.12673 -13.73682 -11.29769
C -0.45641 -13.29094 -12.60459
C -1.73884 -12.94628 -12.93577
C -2.78704 -12.95912 -12.02657
N -4.09964 -12.82764 -12.50171
C -4.67356 -13.76114 -13.28883
C -4.09108 -15.05532 -13.41133
C -4.50912 -15.98800 -14.32060
C -5.67244 -15.81731 -15.09211
C -6.10420 -16.91283 -16.06188
C -6.40367 -14.64337 -14.80902
C -5.89463 -13.57641 -14.04887
N -6.61496 -12.36754 -14.18709
C -7.45634 -12.10014 -15.22474
C -7.98470 -10.83422 -15.09337
C -7.42961 -10.28468 -13.92268
N -6.55969 -11.19288 -13.39995
C -2.44438 -13.19406 -10.65292
C -1.16308 -13.71483 -10.35974
N -3.36548 -12.98173 -9.60930
C -3.39954 -13.52301 -8.35468
C -4.48805 -12.98814 -7.66262
C -4.96269 -11.94606 -8.46943
N -4.28428 -11.91486 -9.63924
H 1.89007 -14.18526 -11.91632
H 1.78416 -13.50945 -10.25941
H 1.32890 -15.16720 -10.48986
H 0.35122 -13.25554 -13.34261
H -1.91741 -12.61128 -13.95413
H -3.26061 -15.25989 -12.75016
H -3.91309 -16.87070 -14.47012
H -5.74911 -17.86768 -15.70389
H -7.18790 -16.98963 -16.06978
H -5.75320 -16.81775 -17.08929
H -7.41927 -14.57754 -15.23632
H -7.65167 -12.80754 -16.01095
H -8.66179 -10.32389 -15.77067
H -7.60152 -9.30592 -13.51591
H -0.92046 -14.04684 -9.32837
H -2.71901 -14.26647 -7.96243
H -4.87688 -13.29590 -6.66855
H -5.62599 -11.13090 -8.21939
C -8.00034 -13.30700 -8.46710
P -7.67367 -12.80143 -10.20017
C -7.98820 -14.39724 -11.00487
C -9.13530 -11.77635 -10.50623
C -10.31952 -12.37084 -10.86244
C -11.42236 -11.58977 -11.22959
C -11.40320 -10.21129 -11.10219
C -10.21766 -9.59738 -10.66884
C -9.07681 -10.34676 -10.42045
P -7.51820 -9.52755 -9.99732
C -7.73946 -9.18774 -8.20198
C -7.60803 -7.82600 -10.71039
H -9.08138 -13.32255 -8.28444
H -7.55493 -12.62792 -7.76047
H -7.54654 -14.25627 -8.25982
H -8.95761 -14.82819 -10.71941
H -7.24419 -15.13273 -10.76132
H -7.90227 -14.31542 -12.10690
H -10.39835 -13.44739 -10.82569
H -12.27501 -12.07442 -11.61875
H -12.21574 -9.52929 -11.30869
H -10.14642 -8.50975 -10.60194
H -8.41593 -8.34249 -8.05630
H -6.79242 -8.92670 -7.78176
H -8.03840 -10.08778 -7.66269
H -8.04633 -7.12045 -10.02072
H -8.11345 -7.78114 -11.67335
H -6.59917 -7.46782 -10.88558

***

# 6
81
Properties=species:S:1:pos:R:3 method="wB97M-V/def2-TZVPD" total_charge=+1 multiplicity=2 total_energy_ha=-1954.88909 gap_ev="9.73 / 3.09" e_lumo_ev="-2.26 / -8.90" s2=0.75
C -3.78893 2.23350 2.83869
O -4.85423 3.08634 3.06470
H -2.91034 2.84052 3.05711
H -3.85795 1.45004 3.59336
H -3.81134 1.85894 1.81532
H -4.86513 3.59448 2.25028
C 4.72421 -0.77008 2.04410
O 5.63008 -0.97113 1.01179
H 5.28331 -0.85804 2.97564
H 4.53130 0.30263 2.03070
H 3.80750 -1.35972 2.05234
H 5.19240 -1.41669 0.28274
C 4.72735 -3.09472 -1.75803
O 5.21125 -1.78910 -1.68102
H 4.08613 -3.25357 -0.89102
H 4.11791 -3.33876 -2.62816
H 5.58525 -3.76657 -1.73084
H 5.81399 -1.66480 -2.41781
C -3.60392 -1.93990 -0.47069
O -2.85037 -2.48183 -1.56224
H -3.90890 -0.91076 -0.66028
H -4.41621 -2.62849 -0.23802
H -2.96505 -1.86833 0.40955
H -2.02453 -2.85649 -1.24725
C 3.79151 0.14411 -5.02647
O 3.17331 -0.27020 -3.84540
H 3.08227 0.60603 -5.71328
H 4.72035 0.71110 -4.96424
H 3.99828 -0.78641 -5.55512
H 3.86545 -0.26935 -3.18017
C -0.37141 -1.87387 -4.33965
O 0.22232 -0.82527 -5.02894
H -1.28849 -2.18324 -4.84099
H 0.28752 -2.73980 -4.27575
H -0.53858 -1.56466 -3.30789
H 1.11521 -0.67672 -4.70914
C 0.99062 2.13877 4.13965
O -0.41720 2.43182 4.06024
H 1.39517 1.69326 3.23083
H 1.44008 3.10926 4.34996
H 1.25885 1.39071 4.88568
H -0.50932 2.93241 3.24628
C 0.46532 -2.04596 2.95897
C -0.57546 -2.40032 3.92667
C -0.65733 -1.43038 5.14828
O -1.99883 -1.16674 5.52410
C -2.65821 -1.38459 4.35734
O -3.82935 -1.06165 4.11716
O -1.85475 -2.04508 3.39131
H 0.46799 -2.76419 2.13907
H 1.47326 -1.96539 3.36598
H 0.18188 -1.08068 2.53944
H -0.59913 -3.42144 4.30728
H -0.17870 -0.45594 5.05090
H -0.00481 -1.90620 5.88035
C 2.70750 0.78139 -0.63792
C 1.24245 1.10135 -0.94252
C 0.26923 0.10078 -0.19474
O -0.35278 0.83737 0.83463
C -0.11601 2.20371 0.64761
O -0.47299 3.16422 1.35685
O 0.86309 2.32492 -0.33972
H 3.36189 1.59013 -0.96321
H 2.99462 -0.19413 -1.03041
H 2.77792 0.71105 0.44752
H 1.13926 1.11904 -2.02748
H 0.93272 -0.63703 0.25637
H -0.47575 -0.35171 -0.84923
C -1.98318 1.73785 -2.73336
C -3.43452 2.25782 -2.84754
C -4.54978 1.30131 -2.73040
O -5.28117 1.81637 -1.64122
C -4.64792 2.91881 -1.06542
O -4.97509 3.39006 0.03162
O -3.56950 3.12564 -1.74296
H -1.74912 1.49014 -1.69800
H -1.33102 2.57236 -2.99097
H -1.57873 0.94654 -3.36450
H -3.58780 2.91529 -3.70331
H -4.11280 0.31091 -2.60294
H -5.37200 1.22867 -3.44228